Run w
Below is 2 unconnected molecules or ions with the total composition C6H9N2O2, with properties calculated with ωB97M-V/def2-TZVPD.

XYZ file:
```
19
Properties=species:S:1:pos:R:3:nbo_charge:R:1
C -2.04929 -1.42785 -0.00672 0.141
N -2.89246 -0.53052 0.46685 -0.505
C -0.81170 0.29577 0.48158 -0.108
H 0.09806 -1.47667 -0.19634 0.478
H 0.07951 0.80454 0.79065 0.213
H 4.34639 -0.79470 -0.36096 0.198
O 1.85971 -1.44813 -0.23996 -0.829
H -2.30681 -2.33487 -0.52423 0.179
O 1.97614 -0.84320 -2.40805 -0.756
C -2.12678 0.53857 0.79284 0.059
N -0.78954 -0.95147 -0.04717 -0.505
H 4.19907 0.07634 -1.88538 0.201
H 3.48648 0.75351 -0.32002 0.203
C -2.68561 1.83656 1.28890 -0.628
H -2.60234 2.63879 0.56293 0.205
C 2.39401 -0.88759 -1.24002 0.778
H -2.15402 2.15669 2.18926 0.200
C 3.71313 -0.11374 -0.92837 -0.739
H -3.73396 1.70797 1.58420 0.214
```

Net charge   -1
E_LUMO   3.75 eV
Frontier orbital gap   8.4634 eV
HOMO   -4.715 eV

***

Run x
Below is 2 unconnected molecules or ions with the total composition C6H9N2O2, with properties calculated with ωB97M-V/def2-TZVPD.

XYZ file:
```
19
Properties=species:S:1:pos:R:3:nbo_charge:R:1
H 1.17051 -1.87459 -0.52026 0.198
H -2.24734 -1.40590 -1.82858 0.180
O 3.72927 -0.06873 -0.78236 -0.771
H 1.66568 -1.48895 1.09657 0.202
H -2.16985 0.43549 2.48906 0.220
H -1.77541 2.13133 1.98082 0.204
H 2.81050 -2.22653 -0.00666 0.198
C -1.82477 -0.62996 -1.21802 0.124
H -0.28443 0.12766 -2.37625 0.420
C 2.01112 -1.48483 0.05881 -0.730
N -2.18067 -0.38501 0.02319 -0.502
C -1.45179 0.69235 0.45512 0.085
C 2.53596 -0.14146 -0.41983 0.755
H -0.51340 1.05765 2.31557 0.219
C -1.52491 1.06855 1.89178 -0.637
O 1.70613 0.81124 -0.49185 -0.837
C -0.80103 1.23109 -0.63122 -0.095
H 0.03548 1.86582 -0.44658 0.269
N -0.89105 0.28477 -1.58932 -0.503
```

Net charge   -1
E_LUMO   3.79 eV
Frontier orbital gap   7.7207 eV
HOMO   -3.931 eV

***

Run y
Below is 2 unconnected molecules or ions with the total composition C6H9N2O2, with properties calculated with ωB97M-V/def2-TZVPD.

XYZ file:
```
19
Properties=species:S:1:pos:R:3:nbo_charge:R:1
H 2.07018 1.72140 0.74901 0.223
H -2.61585 -1.73933 1.24990 0.195
C 2.15508 0.66505 0.51708 -0.627
N 0.90504 -0.05256 -2.84229 -0.537
H -1.06883 -1.26420 2.09729 0.193
C -2.48806 0.32117 1.94797 0.743
H 1.72977 0.09609 1.34037 0.238
N 0.08919 0.39847 -0.86713 -0.384
C -2.16106 -1.17427 2.07368 -0.731
C 1.45545 0.39084 -0.77168 0.102
H -2.52354 -1.59467 3.01888 0.189
H 3.22115 0.42735 0.41673 0.189
C 1.98184 0.09975 -2.00345 -0.153
C -0.21948 0.13549 -2.10747 0.154
H 0.93195 -0.24629 -3.82978 0.399
O -1.73017 1.03134 1.25080 -0.772
H -1.22303 0.05482 -2.48647 0.194
H 3.02129 0.00463 -2.29146 0.199
O -3.53092 0.72491 2.53802 -0.815
```

Net charge   -1
E_LUMO   3.02 eV
Frontier orbital gap   6.1513 eV
HOMO   -3.127 eV

***

Run z
Below is 2 unconnected molecules or ions with the total composition C6H9N2O2, with properties calculated with ωB97M-V/def2-TZVPD.

XYZ file:
```
19
Properties=species:S:1:pos:R:3:nbo_charge:R:1
C 0.44567 0.03793 -1.25457 -0.146
O 0.98477 0.82294 4.27830 -0.707
N 0.48862 -0.60360 -0.05548 -0.524
H -0.34053 2.75445 3.31043 0.198
C 0.36499 0.72950 3.23180 0.789
H -1.65144 1.56925 3.26861 0.209
H 0.66365 -0.21212 0.97899 0.478
N -0.38840 -2.02686 -1.55632 -0.517
H 0.81576 -0.03099 -4.01298 0.202
H -0.80571 1.93010 1.79574 0.203
C -0.01845 -0.61153 -3.63049 -0.633
C -0.66539 1.80713 2.86990 -0.734
C -0.08743 -0.86037 -2.16629 0.066
H -0.88701 -0.08123 -4.05558 0.196
O 0.38433 -0.25345 2.38435 -0.831
H -0.30522 -2.37494 0.61907 0.195
H 1.09771 0.82312 -1.61565 0.189
H -0.03757 -1.59612 -4.11543 0.215
C -0.05835 -1.82322 -0.27440 0.152
```

Net charge   -1
E_LUMO   3.69 eV
Frontier orbital gap   8.3674 eV
HOMO   -4.672 eV

***

run w (0.442 eV below the next structure)

***

Run w
Below is 2 unconnected molecules or ions with the total composition C4H15N2O, with properties calculated with ωB97M-V/def2-TZVPD.

XYZ file:
```
22
Properties=species:S:1:pos:R:3:nbo_charge:R:1
N -0.09878 -1.67303 2.18780 -0.296
H -1.60230 -1.65735 -0.95354 0.305
N 0.38536 0.90504 -0.06734 -0.489
H 1.77641 0.16099 -3.55510 0.488
C -1.08885 -1.99771 1.17766 -0.268
H 0.59084 0.38530 0.78131 0.396
H -1.97776 -1.48679 1.58607 0.314
H -1.26243 0.60446 -1.28693 0.270
H -0.27701 -0.76718 2.63935 0.406
H 1.56882 2.63482 0.40877 0.270
H 0.14371 -1.68876 -0.45956 0.252
O 2.19395 0.73557 -2.88915 -0.986
H 2.68594 1.37389 -3.41400 0.504
C -0.95703 0.21732 -0.31032 -0.236
H -1.14019 -3.07775 1.06801 0.286
C -0.86529 -1.32508 -0.21671 -0.429
H 0.14653 2.96047 -0.60356 0.262
H 1.05548 0.52952 -0.75759 0.475
H -0.06007 2.64802 1.07264 0.239
H -0.06151 -2.36664 2.95117 0.448
H -1.69492 0.53615 0.43315 0.231
C 0.53911 2.34875 0.20787 -0.442
```

Net charge   +2
E_LUMO (alpha / beta)   -7.48 / -12.94 eV
Frontier orbital gap (alpha / beta)   10.5044 / 5.0478 eV
HOMO (alpha / beta)   -17.986 / -17.986 eV
2S+1   2

***

Run x
Below is 2 unconnected molecules or ions with the total composition C4H15N2O, with properties calculated with ωB97M-V/def2-TZVPD.

XYZ file:
```
22
Properties=species:S:1:pos:R:3:nbo_charge:R:1
H 1.44709 -0.37319 -1.30657 0.236
H 1.93760 2.02707 -0.94199 0.249
H 1.42967 -2.71044 -0.39151 0.292
H -0.43179 -2.86206 -1.63220 0.441
H 0.39304 0.61292 1.35458 0.240
H -0.99620 0.32419 -1.08918 0.422
H 0.48364 -2.17454 0.93053 0.295
C 1.52787 1.94081 0.06789 -0.671
H -1.44942 1.13754 0.29773 0.493
N -0.48938 -2.14095 -0.90597 -0.319
C 0.66185 -1.97180 -0.13320 -0.306
N -0.66914 0.98012 -0.37232 -0.710
O -2.84798 0.44381 1.24372 -0.994
H 2.36517 -0.63932 0.18182 0.296
H -3.73396 0.28785 0.89037 0.511
H -0.62003 1.84321 -0.91967 0.451
C 1.35908 -0.53353 -0.22836 -0.365
H -2.97034 0.29361 2.19078 0.515
H 2.35654 2.09743 0.75135 0.286
H 0.98018 2.88636 0.17836 0.255
C 0.68631 0.72616 0.31874 -0.049
H -1.41982 -2.19526 -0.48492 0.432
```

Net charge   +2
E_LUMO (alpha / beta)   -7.02 / -12.72 eV
Frontier orbital gap (alpha / beta)   12.7079 / 7.0004 eV
HOMO (alpha / beta)   -19.723 / -19.723 eV
2S+1   2

***

run x (0.864 eV below the next structure)